Record 1
Density functional theory data (wB97M-V/def2-TZVPD) for a cluster of 6 separate species, C47H68Br2ClF3O15S5 in total.

Last column: Mulliken charge in e.
Atoms and positions in Å:
C -0.51093 -5.57794 5.92260  -0.90
C 0.80291 -4.97757 6.43859  -0.22
C 2.01379 -5.39216 5.64657  0.39
O 2.77727 -6.22000 6.07026  -0.60
O 2.26735 -4.81185 4.42490  -0.26
C 2.93085 -3.54668 4.54064  -1.00
C 2.95819 -2.82093 3.20495  -0.62
C 1.67192 -2.20196 2.70485  0.14
C 1.67805 -1.19882 1.81368  0.46
C 2.90831 -0.58035 1.20505  -1.68
C 3.07875 0.93497 1.48765  0.44
C 3.41111 1.67202 0.18872  -1.45
Br 4.68261 1.11292 2.63830  -0.23
C 0.37737 -0.64064 1.31089  -0.02
O 0.22513 0.53939 1.07600  -0.63
C -0.72103 -1.64824 1.14203  0.10
C -0.71657 -2.68376 2.05972  0.49
C -1.65239 -3.69466 1.99845  -0.54
C -2.60412 -3.68339 0.99086  0.81
C -3.60328 -4.82177 0.89317  -0.51
Br -3.11898 -5.82519 -0.77406  -0.10
C -3.55004 -5.82677 2.04597  -0.98
C -2.36333 -6.80500 2.03543  -1.31
C -2.64679 -2.61915 0.07671  0.38
C -3.69399 -2.54276 -1.01876  -1.77
C -4.77528 -1.53276 -0.56818  1.43
C -5.56188 -0.96445 -1.68720  -0.07
F -6.66218 -0.26795 -1.27684  -0.16
C -5.30981 -1.03893 -3.02043  0.07
F -5.07431 0.00996 -3.79011  -0.22
F -5.30507 -2.18209 -3.68197  -0.22
C -1.70151 -1.58304 0.15063  0.41
C -1.70904 -0.40497 -0.79618  -1.62
C -2.41623 0.84700 -0.28873  0.65
O -2.66594 1.76070 -1.00921  -0.57
Cl -2.86589 0.95381 1.42740  -0.15
C 0.32343 -2.68631 3.13242  -0.17
O 0.05701 -3.01950 4.26419  -0.59
H -0.40361 -6.60019 5.55775  0.35
H -0.98730 -4.96927 5.15715  0.03
H -1.21198 -5.61936 6.75867  0.38
H 0.96676 -5.35028 7.44846  0.41
H 0.70581 -3.89519 6.52418  0.25
H 2.45599 -2.91997 5.30044  0.38
H 3.96075 -3.75145 4.84562  0.50
H 3.73847 -2.06463 3.27887  0.35
H 3.26302 -3.55942 2.45476  0.33
H 3.82167 -1.09278 1.48410  0.89
H 2.80926 -0.70773 0.12175  0.34
H 2.23067 1.36907 1.99936  0.51
H 4.04118 2.53691 0.36788  0.55
H 4.00571 1.00913 -0.43756  0.32
H 2.51134 1.91224 -0.37948  0.19
H -1.58727 -4.46976 2.74698  0.41
H -4.61028 -4.46463 0.70360  0.58
H -4.44837 -6.44075 1.96275  0.42
H -3.58346 -5.29276 2.99627  0.46
H -2.59111 -7.72542 1.50491  0.40
H -1.45934 -6.36329 1.61721  0.45
H -2.10204 -7.08740 3.05906  0.34
H -4.19362 -3.48597 -1.19398  0.75
H -3.19504 -2.18262 -1.91796  0.43
H -5.41635 -2.08056 0.13304  0.29
H -4.32581 -0.73044 0.02099  -0.61
H -2.12972 -0.61884 -1.77458  0.31
H -0.67695 -0.08687 -0.94132  0.75
O 6.46204 0.91827 -1.70616  -0.54
S 6.02808 2.15614 -2.29512  1.00
O 4.67120 2.63049 -2.12442  -0.45
C 7.16476 3.45074 -1.81802  -0.80
C 8.24416 3.41688 -2.89632  -0.52
C 7.50511 3.24750 -4.22941  -0.52
C 6.46492 2.13927 -4.03691  -0.96
H 7.54491 3.24843 -0.81890  0.52
H 6.61225 4.39119 -1.82896  0.31
H 8.85022 4.32238 -2.88017  0.42
H 8.90462 2.56252 -2.73060  0.13
H 7.00175 4.17714 -4.48967  0.20
H 8.18998 3.00488 -5.04196  0.38
H 5.56999 2.31229 -4.62718  0.45
H 6.87745 1.15565 -4.25639  0.48
O 4.44158 5.74345 -2.44378  -0.72
S 3.87332 5.29484 -3.68980  1.38
O 4.64742 4.54563 -4.64954  -0.75
C 2.34855 4.42867 -3.34934  -0.25
C 1.28510 5.52253 -3.35971  -0.67
C 1.61533 6.42102 -4.55967  -0.60
C 3.12205 6.70696 -4.51564  -0.83
H 2.43721 3.91004 -2.39868  -0.07
H 2.18953 3.71257 -4.15502  0.40
H 0.28352 5.10151 -3.43205  0.39
H 1.34076 6.10376 -2.43675  0.31
H 1.36609 5.89773 -5.48500  0.30
H 1.04143 7.34649 -4.54310  0.34
H 3.55318 6.80380 -5.50878  0.34
H 3.34921 7.59271 -3.92567  0.38
O 7.96126 -2.35134 -1.31332  -0.69
S 8.92929 -1.38935 -1.77258  1.01
O 8.52157 -0.13742 -2.34919  -0.45
C 10.10073 -1.08364 -0.45244  -0.71
C 11.18407 -2.13794 -0.65367  -0.62
C 11.45241 -2.18357 -2.16374  -0.59
C 10.09119 -2.22480 -2.86963  -0.68
H 9.59165 -1.15862 0.50544  0.45
H 10.49514 -0.07721 -0.59040  0.33
H 12.08378 -1.89653 -0.08939  0.35
H 10.82333 -3.11096 -0.31352  0.30
H 11.99671 -1.28569 -2.46370  0.29
H 12.06246 -3.04255 -2.43966  0.32
H 10.10589 -1.70498 -3.82409  0.34
H 9.73956 -3.24525 -3.00916  0.36
O -7.77381 -1.64052 3.62290  -0.73
S -6.67650 -0.86588 3.09867  0.94
O -5.43265 -1.49924 2.72093  -0.39
C -7.27046 0.13594 1.74338  -0.39
C -7.74173 1.42924 2.39553  -0.41
C -6.66849 1.78090 3.43522  -0.69
C -6.34378 0.50145 4.21979  -0.75
H -8.05785 -0.39949 1.21753  0.66
H -6.42842 0.31497 1.07720  -0.08
H -7.87160 2.22017 1.65717  0.12
H -8.70199 1.26861 2.89189  0.41
H -5.77009 2.13369 2.92373  0.21
H -6.99915 2.57597 4.10180  0.41
H -5.30157 0.45747 4.52690  0.38
H -6.99025 0.38172 5.08697  0.37
O -11.20124 3.17773 0.15679  -0.70
S -9.91996 3.57797 -0.36315  1.19
O -8.75398 3.62918 0.48586  -0.72
C -9.55380 2.59377 -1.81270  -0.61
C -10.16167 3.38403 -2.96690  -0.67
C -9.80268 4.85299 -2.70457  -0.64
C -10.10619 5.14327 -1.22905  -0.66
H -9.97874 1.60015 -1.69075  0.44
H -8.46937 2.52935 -1.90252  0.32
H -9.78198 3.03958 -3.92744  0.34
H -11.24702 3.26318 -2.97006  0.31
H -8.73974 5.00759 -2.89954  0.30
H -10.35595 5.52686 -3.35676  0.33
H -9.41674 5.86593 -0.80029  0.35
H -11.13121 5.47881 -1.08461  0.35

Values from the calculation:
Orbital gap (eV): 7.868
LUMO energy (eV): -0.821
Multiplicity: 1
E_tot (hartree): -10858.93443
SMILES: CCC(=O)OCCC1=C(C[C@H](C)Br)C(=O)c2c(cc([C@@H](Br)CC)c(CCC(F)=C(F)F)c2CC(=O)Cl)C1=O.O=S1(=O)CCCC1.O=S1(=O)CCCC1.O=S1(=O)CCCC1.O=S1(=O)CCCC1.O=S1(=O)CCCC1

Record 2
Density functional theory data (wB97M-V/def2-TZVPD) for the ion C3H8NO2 with charge +1.

Last column: natural (NBO) charge in e.
Atoms and positions in Å:
C 0.79743 0.50385 1.73171  -0.05
C 0.39867 0.19231 -0.07753  0.46
C 0.13909 -1.18780 -0.59745  -0.16
N -0.47395 1.22167 -0.69687  -0.74
O 1.55209 0.67141 0.52387  -0.46
O -1.27242 -1.30267 -0.62180  -0.74
H 0.28958 1.36806 2.11935  0.17
H 0.99257 -0.37376 2.31348  0.20
H 0.62497 -1.93112 0.03957  0.23
H 0.55103 -1.28699 -1.61666  0.21
H -0.02393 1.63990 -1.52682  0.45
H -0.68589 1.98289 -0.03890  0.44
H -1.34442 0.72778 -0.97488  0.48
H -1.54482 -2.22554 -0.57708  0.52

Values from the calculation:
⟨S²⟩: 2.01
Orbital gap (spin up / spin down) (eV): 7.271 / 9.247
LUMO energy (spin up / spin down) (eV): -3.595 / -6.351
Total charge: +1
Multiplicity: 3
Energy relative to the best compared isomer or geometry (same formula, charge and spin) (kcal per mole): 42.9
E_tot (hartree): -323.86612

Record 3
Density functional theory data (wB97M-V/def2-TZVPD) for the ion C3H6NOS with charge -1.

Last column: natural (NBO) charge in e.
Atoms and positions in Å:
N -1.48468 -0.66016 -1.00493  -0.92
C -1.26132 0.00990 0.22298  0.71
O -1.95105 -0.13582 1.19861  -0.55
C 0.03833 0.78450 0.23880  -0.54
C 1.32315 -0.14649 0.36023  -0.52
S 3.05800 0.34775 0.37871  -0.67
H -1.38319 -0.05912 -1.81041  0.37
H -0.82283 -1.42216 -1.11701  0.39
H -0.00185 1.35348 1.17145  0.21
H 0.16836 1.41651 -0.64075  0.20
H 1.13069 -0.53883 1.36857  0.18
H 1.18638 -0.94957 -0.36627  0.15

Values from the calculation:
Orbital gap (eV): 6.264
LUMO energy (eV): 3.697
Total charge: -1
Multiplicity: 1
Energy relative to the best compared isomer or geometry (same formula, charge and spin) (kcal per mole): 32.4
E_tot (hartree): -646.11406
SMILES: NC(=O)CC[S-]

Record 4
Density functional theory data (wB97M-V/def2-TZVPD) for a structure of composition C9H19BeF5N3O9S4.

Last column: natural (NBO) charge in e.
Atoms and positions in Å:
Be -1.01750 -0.97344 0.61032  0.95
F -2.49970 -0.11500 2.28754  -0.90
N -0.34266 -5.14641 1.45763  -1.06
S 0.39858 -4.04729 2.44042  2.40
O 0.46017 -4.35338 3.83788  -0.91
O 0.50854 -2.68434 2.00193  -0.91
F 1.92012 -4.59040 2.09255  -0.54
S -1.71609 -4.57465 1.61633  2.44
O -1.92332 -3.22993 1.01066  -0.97
O -2.41672 -4.87503 2.83443  -0.93
F -2.52864 -5.54940 0.59723  -0.51
N 0.01002 -2.41280 -0.99698  -1.16
S 1.50934 -3.02091 -1.32437  2.34
O 2.26413 -2.36774 -2.41449  -0.91
O 1.61726 -4.45561 -0.98422  -0.86
F 2.37950 -2.33042 -0.08888  -0.52
S -0.70012 -3.28347 -2.06746  2.42
O -1.03845 -4.65271 -1.69541  -0.90
O -0.47469 -2.97234 -3.44981  -0.93
F -2.10158 -2.52007 -1.84028  -0.53
C 1.50051 3.45467 0.90983  -0.65
C 0.42667 2.30831 1.05341  0.12
C -0.90409 3.08972 1.21730  -0.41
C -1.25701 3.61038 -0.20944  -0.40
C -1.26134 2.56933 -1.31054  -0.39
C 0.01940 1.71671 -1.36065  0.07
N 0.33169 1.29639 -0.01771  -0.19
O 1.42980 0.41962 -0.04823  -0.53
C -0.36385 0.61812 -2.29641  -0.61
C 1.19918 2.43343 -1.99590  -0.63
C 0.69270 1.53296 2.35680  -0.64
H 1.40588 4.06978 0.01497  0.20
H 2.49992 3.03591 0.79188  0.19
H 1.53610 4.13717 1.75896  0.21
H -1.73973 2.52671 1.63303  0.26
H -0.80217 3.95144 1.87696  0.20
H -0.69182 4.48922 -0.51973  0.17
H -2.25252 4.05425 -0.21678  0.20
H -1.49242 3.04045 -2.26592  0.20
H -2.12798 1.97182 -1.02768  0.23
H -0.61066 1.04683 -3.26770  0.19
H 0.52339 0.04870 -2.57332  0.23
H -1.15803 -0.07474 -2.01835  0.24
H 1.27788 2.21666 -3.06122  0.22
H 1.11356 3.51648 -1.90769  0.20
H 2.14667 2.07419 -1.59427  0.19
H -0.04906 0.75912 2.55444  0.27
H 0.54248 2.18533 3.21699  0.19
H 1.61994 1.00426 2.57773  0.22
H 2.13678 1.05208 -0.19580  0.43

Values from the calculation:
⟨S²⟩: 0.75
Orbital gap (spin up / spin down) (eV): 4.553 / 8.016
LUMO energy (spin up / spin down) (eV): 4.180 / 4.155
Total charge: -2
Multiplicity: 2
E_tot (hartree): -3302.43355

Record 5
Density functional theory data (wB97M-V/def2-TZVPD) for a cluster of 2 separate species, C4H10OS in total.

Last column: natural (NBO) charge in e.
Atoms and positions in Å:
C 0.87758 -2.15435 0.31406  -0.72
C 1.30179 -0.90144 -0.41695  0.59
C 0.89265 -0.80616 -1.86871  -0.72
O 1.93803 -0.01760 0.13334  -0.55
H 1.22901 -2.12780 1.35923  0.24
H 1.30157 -3.04628 -0.17714  0.23
H -0.22191 -2.24230 0.31471  0.23
H 1.32804 -1.64069 -2.44369  0.23
H -0.20561 -0.85080 -1.96067  0.23
H 1.24400 0.14349 -2.30609  0.24
C -1.26290 2.59905 1.08320  -0.74
S -2.50652 1.36574 0.62212  -0.05
H -0.79591 2.94573 0.14600  0.23
H -0.47794 2.17415 1.73119  0.22
H -1.71019 3.46740 1.59558  0.22
H -2.93170 1.09187 1.87381  0.12

Values from the calculation:
Orbital gap (eV): 9.871
LUMO energy (eV): 0.782
Multiplicity: 1
Energy relative to the best compared isomer or geometry (same formula, charge and spin) (kcal per mole): 4.3
E_tot (hartree): -631.81785
SMILES: CC(C)=O.CS

Maximum force across the listed records, respectively: 1.9 4.9 1.9 8.6 1.0 eV Å⁻¹.